ORCA calculation (ωB97M-V/def2-TZVPD) on a single C4H9NS2 molecule in a non-equilibrium geometry.

Results
HOMO	-8.62	eV
energy above the lowest of the compared OMol25 structures with the same formula, charge and spin	59.3	kcal/mol

```
16
Properties=species:S:1:pos:R:3:forces:R:3
C 0.40697 -2.87315 0.37673 -1.2 2.8 -0.8
S 1.39327 -1.25769 0.25421 -3.6 -0.7 -0.8
N -0.07542 -0.51265 -0.48587 1.7 -1.9 1.2
C -0.17019 0.71029 -0.68511 0.7 0.8 -2.5
C -1.23719 1.04287 -1.71557 -2.6 2.5 2.1
S 1.12650 1.93122 -0.28231 -1.6 -0.5 1.6
C 0.66155 1.79137 1.58080 2.4 -1.9 -1.7
H -0.57346 -2.87263 0.86154 0.6 0.8 0.6
H 0.19554 -3.39331 -0.51350 0.2 0.1 -1.8
H 1.10392 -3.41825 0.82149 2.6 -2.9 2.6
H -2.20754 1.50916 -1.08245 2.4 -1.0 -2.0
H -0.89290 1.78568 -2.43655 0.0 0.4 0.4
H -1.59674 0.23976 -2.33693 0.1 -0.7 0.5
H 1.19242 2.57487 2.04670 0.9 0.6 0.7
H 1.02422 0.74681 1.87371 -0.8 1.7 0.0
H -0.35095 1.99564 1.72309 -1.7 -0.1 0.0
```
Forces are in eV/Å.

Löwdin population analysis, charges in e, atoms 1 to 4: C -0.35; S 0.80; N -0.28; C -0.81

***

ORCA calculation (ωB97M-V/def2-TZVPD) on C24H27F5N6O3PPr as an isolated structure in a non-equilibrium geometry.

Results
HOMO (alpha / beta)	-8.36 / -8.36	eV
energy above the lowest of the compared OMol25 structures with the same formula, charge and spin	0.0	kcal/mol
expectation value of S²	2.00
multiplicity	3

```
67
Properties=species:S:1:pos:R:3:forces:R:3
Pr 0.44092 0.93213 -1.12479 -0.2 -0.7 -0.7
N -1.06399 2.24110 -3.06631 0.0 -0.1 -0.1
C -0.79649 1.71801 -4.40928 -0.1 0.0 0.2
C 0.67806 1.89217 -4.70585 0.1 0.0 0.1
N 1.52075 1.25211 -3.68125 0.0 -0.2 -0.2
C 2.15244 -0.01242 -4.08885 0.0 0.2 0.1
C 1.28878 -1.20999 -3.76175 0.0 -0.1 0.2
N 1.12095 -1.32550 -2.29686 -0.1 -0.2 -0.2
H -1.98217 1.96275 -2.74344 0.0 0.0 0.0
H -1.02751 3.25412 -3.05037 0.1 0.0 0.0
H -1.38375 2.20328 -5.19255 -0.1 0.0 -0.1
H -1.06463 0.66025 -4.40873 0.0 0.0 0.0
H 0.90437 2.96068 -4.70491 0.0 0.0 0.0
H 0.91439 1.51652 -5.70504 0.0 0.0 0.0
H 2.25195 1.88626 -3.39653 0.0 0.1 0.1
H 3.09542 -0.10144 -3.54472 0.0 0.0 0.0
H 2.39147 -0.01214 -5.15674 0.0 0.0 -0.1
H 1.74210 -2.10563 -4.19129 0.0 -0.1 0.0
H 0.30023 -1.09787 -4.20546 0.0 0.0 0.0
H 1.92745 -1.78645 -1.88920 0.1 0.0 0.0
H 0.31350 -1.91991 -2.10406 0.0 0.0 0.0
O -2.04891 -2.19974 -1.85180 0.0 -0.1 -0.1
C -2.05771 -1.12792 -1.27955 0.3 0.6 -0.3
O -1.45732 -0.04185 -1.71982 -1.1 -1.0 -0.3
C -2.62190 -0.94277 0.11699 0.0 0.0 0.0
P -1.03405 -0.80756 1.04145 -0.3 -0.4 0.3
C -1.46580 -0.29004 2.73716 0.0 0.1 0.0
C -2.15969 0.91420 2.88586 0.0 0.0 0.0
C -2.42600 1.42825 4.14534 0.0 0.0 0.0
C -1.98038 0.75805 5.27834 0.0 0.0 0.0
C -1.27205 -0.42763 5.14258 0.0 0.0 -0.1
C -1.01459 -0.95049 3.87867 -0.1 0.0 0.0
C -0.64454 -2.59279 1.22307 0.0 0.0 0.2
C -1.59384 -3.48131 1.73607 0.0 0.0 0.0
C -1.31177 -4.83144 1.85495 0.0 0.0 0.0
C -0.06789 -5.31977 1.46415 0.0 0.0 0.0
C 0.88655 -4.45002 0.96254 -0.1 0.1 0.0
C 0.60021 -3.09125 0.84532 0.0 -0.1 0.0
H -3.26285 -1.76431 0.41626 -0.1 0.0 0.0
H -3.13713 0.01532 0.17855 0.0 0.0 0.0
H -2.48189 1.46654 2.00859 0.0 0.0 0.0
H -2.96868 2.36123 4.24085 0.0 0.0 0.0
H -2.18043 1.16292 6.26252 0.0 0.0 0.0
H -0.91961 -0.95304 6.02180 0.0 0.0 0.0
H -0.47628 -1.88714 3.78979 0.0 0.0 0.0
H -2.56268 -3.11340 2.05582 0.0 0.0 0.0
H -2.06187 -5.50551 2.25160 0.0 0.0 0.0
H 0.15274 -6.37600 1.55599 0.0 0.0 0.0
H 1.85927 -4.82278 0.66447 0.0 0.0 0.0
H 1.35374 -2.40905 0.47760 0.0 0.0 0.0
N 2.45061 -0.05824 2.81975 -0.1 -0.1 0.1
C 2.49420 0.36318 1.54414 0.2 0.2 -0.1
O 1.79638 -0.19976 0.65496 0.2 0.0 0.2
C 3.35121 1.46005 1.19891 0.1 0.2 0.0
C 4.18824 2.12621 2.13191 -0.1 -0.2 -0.2
N 4.86283 2.59372 2.94407 -0.1 0.0 -0.1
C 3.17351 1.79467 -0.14360 0.3 -0.2 0.6
N 2.80934 1.82871 -1.24266 0.8 0.5 -0.3
H 1.72620 -0.70682 3.08219 0.0 0.0 0.0
H 2.89520 0.48255 3.54302 0.0 0.0 0.0
F 0.10486 2.27942 0.91066 0.0 0.5 0.5
C -0.67731 2.94431 -0.10918 0.3 -0.3 -0.1
F 0.42690 3.31788 -0.99208 -0.1 1.1 0.4
C -1.11946 4.23429 0.52750 0.1 -0.1 0.0
F -2.09898 3.96837 1.40145 -0.1 0.1 0.2
F -1.59841 5.05457 -0.41313 -0.1 0.1 -0.1
F -0.15423 4.88820 1.18492 0.0 0.1 0.1
```
Forces are in eV/Å.

Löwdin population analysis, charges in e, atoms 1 to 4: Pr 1.12; N -0.02; C -0.23; C -0.19

***

ORCA calculation (ωB97M-V/def2-TZVPD) on a single C5H6O2 molecule.

Results
HOMO	-10.85	eV
energy above the lowest of the compared OMol25 structures with the same formula, charge and spin	86.6	kcal/mol

```
13
Properties=species:S:1:pos:R:3:forces:R:3
C 1.44028 -0.81252 -1.04260 0.0 0.0 0.0
C 0.00125 -0.41169 -0.77289 0.0 -0.1 -0.1
O -0.06280 0.97710 -0.49710 -0.1 0.0 0.2
C -0.61020 1.48010 0.62547 0.0 0.3 0.0
O -0.63354 2.66290 0.82120 0.0 -0.5 -0.1
C -1.18443 0.49949 1.61108 0.0 -0.4 -0.1
C -1.24907 -0.80786 1.59263 0.1 0.7 -0.1
H 2.06220 -0.58706 -0.17054 -0.1 -0.1 -0.1
H 1.50250 -1.88600 -1.25931 0.0 0.2 0.0
H 1.83355 -0.25061 -1.89638 -0.1 -0.1 0.1
H -0.40255 -1.02052 0.07326 0.1 0.1 0.0
H -1.62209 0.96190 2.49868 0.0 -0.1 -0.1
H -0.65479 -0.61068 -1.62523 0.1 0.0 0.1
```
Forces are in eV/Å.

Löwdin population analysis, charges in e, atoms 1 to 4: C -0.05; C -0.24; O 0.02; C -0.49

***

ORCA calculation (ωB97M-V/def2-TZVPD) on C12H11Cl3MnO2 as an isolated structure in a non-equilibrium geometry.

Results
charge	-1
HOMO (alpha / beta)	-3.48 / -3.61	eV
energy above the lowest of the compared OMol25 structures with the same formula, charge and spin	0.0	kcal/mol
expectation value of S²	6.38
multiplicity	5

```
29
Properties=species:S:1:pos:R:3:forces:R:3
C 2.04361 2.28131 -0.38332 -0.5 -0.6 -0.7
C 1.06800 2.09908 -1.41192 0.5 0.3 0.9
C 1.14084 0.73701 -1.84770 0.2 -0.6 0.8
H 0.44192 2.87120 -1.84731 0.1 -0.1 0.1
C 2.14198 0.08329 -1.06179 -0.1 0.7 0.0
C 2.65811 1.02798 -0.13189 0.0 0.0 -1.1
H 3.43524 0.83358 0.60781 -0.4 0.0 -0.2
H 2.29151 3.21670 0.10777 -0.3 -0.2 0.0
H 0.61591 0.30347 -2.69786 0.2 0.2 0.2
H 2.49042 -0.93527 -1.19981 -0.2 0.2 0.2
Mn -0.60389 0.71871 0.32960 3.2 1.2 -0.6
Cl -0.72109 2.76080 1.30889 -0.1 0.1 0.4
C -2.51280 -0.01609 0.69922 -0.5 -1.4 -1.1
C -1.81097 -1.02439 -0.07499 -2.0 0.5 0.6
C -1.70514 -0.53997 -1.42508 -0.5 0.2 0.4
H -1.58135 -2.02659 0.27697 0.2 0.5 -0.1
C -2.29916 0.74281 -1.48611 -0.4 -0.2 0.0
C -2.71182 1.11707 -0.17729 -0.9 -1.0 -0.4
H -3.20253 2.04378 0.10102 0.2 -0.2 -0.1
H -2.91381 -0.14994 1.70178 0.5 0.2 -0.2
H -1.34239 -1.13329 -2.26478 0.1 0.4 0.4
H -2.50846 1.31193 -2.38841 0.5 0.0 0.3
Cl -0.77027 -2.61769 3.19097 -0.1 -0.2 0.1
C 0.64337 -2.85161 2.15761 0.3 0.1 0.0
Cl 0.26015 -3.88915 0.74002 0.0 -0.1 0.3
C 1.20447 -1.52100 1.60674 0.9 1.1 -0.5
O 2.37837 -1.60575 1.23964 -1.0 -0.2 0.6
O 0.42753 -0.49886 1.59739 0.5 -0.9 0.1
H 1.44225 -3.33912 2.73286 -0.5 0.0 -0.3
```
Forces are in eV/Å.

Löwdin population analysis, charges in e, atoms 1 to 4: C -0.21; C -0.23; C -0.20; H 0.07

***

ORCA calculation (ωB97M-V/def2-TZVPD) on C42H40CsF2N11O3 as an isolated structure in a non-equilibrium geometry.

Results
charge	-2
HOMO	-1.37	eV

```
99
Properties=species:S:1:pos:R:3:forces:R:3
Cs -0.52356 0.93790 0.84870 1.1 -1.9 -2.3
C -2.93572 2.82747 -2.12207 -0.1 0.0 0.0
O -3.38064 4.08725 -1.61418 0.3 -0.1 -0.2
C -3.63209 4.16077 -0.26328 -0.1 0.0 0.0
C -4.75666 4.85373 0.11469 0.0 0.0 0.2
C -5.08978 5.00392 1.46793 0.0 0.0 0.0
C -4.27773 4.40199 2.40920 0.0 -0.1 0.1
C -3.11820 3.69256 2.06580 0.0 -0.1 -0.1
C -2.37076 3.05358 3.15688 -0.2 0.2 0.1
N -1.29799 2.38088 3.03475 0.0 -0.1 0.2
N -0.73214 1.88922 4.19609 0.0 0.3 0.7
C -0.05230 0.76990 4.11140 -0.3 0.0 -0.1
O 0.06935 -0.05110 3.14308 0.3 0.0 1.7
C 0.66496 0.43460 5.40553 0.0 -0.1 0.0
C 0.37807 1.05815 6.62101 0.1 0.0 0.0
C 1.06208 0.70459 7.77677 0.0 0.0 -0.1
C 2.04986 -0.27743 7.73973 -0.1 0.0 -0.1
C 2.33823 -0.90522 6.53401 0.0 0.1 0.0
C 1.64351 -0.55444 5.38045 0.1 -0.1 0.0
C -2.70753 3.60288 0.68616 0.2 0.1 0.2
O -1.60701 3.07847 0.31490 -1.1 1.8 -0.3
H -3.17334 2.83318 -3.18722 0.0 0.0 0.0
H -3.45368 1.98948 -1.64626 0.0 0.1 0.0
H -1.86730 2.68015 -1.98212 0.0 0.0 0.0
H -5.38108 5.27766 -0.66452 0.0 0.0 0.0
H -5.97668 5.55410 1.76289 0.0 0.0 0.0
H -4.53823 4.47163 3.46276 0.0 0.0 0.0
H -2.82577 3.14965 4.15261 0.1 0.1 0.1
H -0.38701 1.82419 6.62345 0.0 0.0 0.0
H 0.82482 1.19208 8.71675 0.0 0.0 0.0
H 2.58048 -0.55618 8.64467 0.0 0.0 0.0
H 3.10016 -1.67696 6.49734 0.0 0.0 0.0
H 1.83443 -1.05406 4.43607 0.0 0.0 0.0
C 3.51568 -3.35731 -3.50374 -0.1 0.1 0.0
N 2.40479 -3.30631 -2.56775 0.1 -0.2 0.0
C 1.12066 -3.34626 -3.25284 0.0 0.0 -0.1
C 2.46688 -2.39592 -1.48643 0.0 0.1 -0.1
N 1.58948 -1.55887 -1.16383 0.3 0.1 0.5
N 3.67944 -2.56285 -0.76914 -0.2 0.2 0.1
C 4.05486 -1.98433 0.44859 0.0 0.0 -0.1
N 5.45138 -2.12756 0.61339 0.0 -0.1 0.0
N 3.24833 -1.48647 1.28337 -0.2 0.0 -0.2
H 3.50947 -4.31589 -4.02658 0.0 0.0 0.0
H 4.47516 -3.25278 -3.00298 0.0 0.0 0.0
H 3.44923 -2.55967 -4.26107 0.0 0.0 0.0
H 1.10079 -4.23023 -3.89369 0.0 0.0 0.0
H 0.94389 -2.45742 -3.87140 0.0 -0.1 0.1
H 0.30756 -3.41624 -2.53348 0.0 0.0 0.0
H 0.80916 -1.42858 -1.81737 0.1 -0.1 0.1
H 4.19810 -3.39203 -0.99306 0.0 -0.1 0.0
H 5.98259 -1.90790 -0.21651 0.0 0.0 0.0
H 5.79627 -1.64110 1.42320 0.1 0.0 0.1
H 3.70129 -1.05967 2.08626 0.1 0.0 0.0
F -5.68677 -2.30755 -0.83200 -0.1 -0.1 0.1
C -4.57468 -1.87253 -1.49447 0.1 0.0 0.0
C -3.47927 -1.42104 -0.79661 0.1 0.0 0.0
C -2.33789 -0.91315 -1.45151 0.1 0.1 -0.2
C -2.40227 -0.90982 -2.86649 0.0 0.0 0.0
C -3.50350 -1.44726 -3.53056 0.1 0.0 0.0
F -3.51141 -1.56769 -4.90519 0.0 0.1 -0.1
C -4.61424 -1.93321 -2.87912 -0.1 0.0 0.0
C -1.33958 -0.20506 -3.63954 0.0 0.0 0.0
C -1.66509 0.69235 -4.67309 0.0 -0.1 0.1
C -0.67115 1.41576 -5.29852 -0.1 0.0 0.0
C 0.64950 1.24206 -4.89680 0.0 0.0 0.0
C 0.89060 0.32783 -3.88860 -0.1 -0.1 0.1
N -0.06176 -0.38308 -3.28354 -0.1 0.3 -0.1
H -3.51275 -1.48076 0.29212 0.0 0.0 -0.1
H -5.46243 -2.34010 -3.41391 0.1 0.0 0.0
H -2.70337 0.83097 -4.94082 0.0 0.0 0.0
H -0.92229 2.12809 -6.07706 0.0 0.0 0.0
H 1.46076 1.80135 -5.34624 0.0 0.0 0.0
H 1.90523 0.14896 -3.53334 0.0 0.0 0.0
N 7.04331 4.92857 -2.61395 0.5 0.3 -0.3
C 6.12811 4.46049 -2.11175 -0.7 -0.4 0.4
C 4.97167 3.86315 -1.47814 0.3 0.1 -0.1
C 3.69332 4.19663 -1.88613 -0.2 0.2 -0.2
C 2.61861 3.59142 -1.24792 -0.1 0.0 0.0
N 2.76087 2.71223 -0.26340 -0.1 0.0 0.0
C 3.99099 2.40396 0.12541 0.1 -0.1 0.0
C 5.13013 2.94841 -0.45048 0.1 -0.2 0.2
H 3.54005 4.91419 -2.68008 -0.1 0.0 0.0
H 1.59723 3.82066 -1.53487 0.0 0.0 0.0
H 4.06683 1.68479 0.93421 0.0 0.0 0.0
H 6.11804 2.67383 -0.10931 0.0 0.0 0.0
N 0.09803 -2.71919 1.92542 -0.1 0.1 0.0
C -1.00819 -3.35178 1.38921 0.2 0.0 0.1
C -0.94422 -3.98158 0.13872 0.0 0.0 0.0
C -2.02525 -4.68654 -0.36203 0.0 0.0 0.0
C -3.20819 -4.79300 0.36323 0.0 0.0 0.0
C -3.28500 -4.16321 1.60068 0.1 0.0 -0.1
C -2.20636 -3.45472 2.11059 0.0 0.0 0.0
H -0.07581 -1.98012 2.60481 0.0 0.0 -0.1
H 0.81374 -2.42195 1.27270 -0.1 0.0 -0.1
H -0.03265 -3.87984 -0.44212 -0.1 0.0 0.1
H -1.95563 -5.13702 -1.34723 0.0 0.0 0.0
H -4.06091 -5.32791 -0.03997 0.0 0.1 0.0
H -4.20813 -4.20404 2.16871 0.0 0.0 0.0
H -2.28397 -2.95073 3.07003 0.0 0.0 -0.1
```
Forces are in eV/Å.

Löwdin population analysis, charges in e, atoms 1 to 4: Cs 1.23; C -0.08; O -0.11; C -0.24

***

ORCA calculation (ωB97M-V/def2-TZVPD) on C36H32ClCrOP2 as an isolated structure in a non-equilibrium geometry.

Results
charge	+2
HOMO (alpha / beta)	-14.18 / -14.20	eV
expectation value of S²	3.98
multiplicity	4

```
73
Properties=species:S:1:pos:R:3:forces:R:3
Cr 0.30561 -0.03079 0.00304 4.4 -0.9 2.4
Cl 2.45551 -0.42040 -0.14349 -1.0 0.3 0.0
P -0.01173 -0.01448 -2.35024 0.7 -0.4 -3.0
C -0.70582 1.52083 -3.02961 -0.3 0.6 0.5
C -1.88820 1.55262 -3.78696 -0.1 -0.1 0.0
C -2.34645 2.74562 -4.34666 0.3 0.1 0.1
C -1.64985 3.93618 -4.11299 0.1 -0.1 0.0
C -0.50128 3.93394 -3.31067 0.0 -0.1 -0.1
C -0.03794 2.73454 -2.76932 -0.2 0.1 0.1
C 1.60430 -0.22051 -3.18046 0.8 0.3 0.5
C 2.32757 -1.39424 -2.90407 0.0 0.0 -0.3
C 3.60791 -1.58219 -3.41343 -0.3 0.1 0.1
C 4.20959 -0.57625 -4.17553 -0.2 0.0 0.0
C 3.52401 0.61467 -4.39676 0.1 -0.1 -0.3
C 2.23455 0.80195 -3.89918 -0.1 -0.2 0.0
C -0.95068 -1.37122 -3.09926 -0.7 -0.5 0.6
C -1.54941 -2.35872 -2.30144 -0.1 0.2 -0.4
C -2.34060 -3.34720 -2.88130 0.0 -0.1 -0.2
C -2.52079 -3.36465 -4.26746 0.0 0.1 0.0
C -1.90497 -2.40803 -5.08282 0.0 0.2 0.4
C -1.12543 -1.41440 -4.48981 0.1 0.0 -0.1
H 1.91600 -2.16669 -2.25609 -0.1 0.1 -0.3
H 4.13380 -2.50576 -3.17806 -0.1 0.2 -0.2
H 5.20404 -0.73626 -4.59222 -0.2 0.1 0.2
H 3.97022 1.41431 -4.98854 0.0 -0.2 0.2
H 1.74432 1.75325 -4.07874 0.0 -0.2 -0.1
H -2.47329 0.65076 -3.95021 0.2 0.1 0.0
H -3.23581 2.73365 -4.98207 0.3 0.0 0.3
H -1.99209 4.86942 -4.56561 0.1 -0.3 0.2
H 0.06304 4.85771 -3.13864 -0.3 -0.4 0.0
H 0.85214 2.74585 -2.13993 -0.1 0.0 -0.2
H -1.40860 -2.34711 -1.22470 0.0 -0.1 0.1
H -2.83653 -4.09338 -2.25398 0.2 0.3 -0.3
H -3.16091 -4.11938 -4.72042 0.2 0.1 0.1
H -2.06122 -2.39800 -6.16650 0.1 -0.1 0.5
H -0.64729 -0.66448 -5.11493 -0.1 -0.1 0.1
H -1.00044 0.87754 -0.27640 -2.2 -2.0 0.1
H -1.28864 -0.27477 -0.22775 -0.9 2.8 -0.3
O 0.18721 -0.05419 1.88752 0.1 0.0 -2.1
P -0.47515 0.11097 3.25723 0.4 0.0 1.2
C -0.93352 1.84857 3.38203 -0.3 -0.1 0.1
C -0.61786 2.75960 2.36719 -0.1 -0.2 0.1
C -0.91159 4.10740 2.52391 0.0 0.0 -0.2
C -1.50742 4.54747 3.70238 -0.2 0.2 0.2
C -1.81133 3.65222 4.73324 0.1 -0.2 -0.2
C -1.52057 2.30108 4.56581 0.1 0.1 0.0
C -1.75248 -1.15932 3.33872 -0.4 0.3 0.1
C -2.63824 -1.17546 4.41950 0.1 -0.1 0.0
C -3.62136 -2.15775 4.51351 0.2 0.0 -0.2
C -3.73620 -3.10670 3.49343 -0.3 -0.2 0.2
C -2.87628 -3.09031 2.39737 0.0 0.1 -0.1
C -1.87764 -2.12609 2.32973 0.1 0.2 0.1
C 0.78266 -0.18922 4.52474 0.4 -0.6 -0.3
C 1.96538 0.56648 4.48350 0.0 0.1 0.0
C 3.02154 0.30202 5.35730 -0.3 0.1 -0.2
C 2.90663 -0.76551 6.25728 -0.2 0.0 0.2
C 1.76431 -1.58610 6.26591 0.2 0.5 -0.1
C 0.72004 -1.29413 5.38078 -0.1 -0.3 0.1
H -0.11108 2.42018 1.46857 0.0 0.1 0.0
H -0.67732 4.80972 1.71539 -0.1 -0.3 0.4
H -1.74324 5.60741 3.81631 0.1 -0.3 0.0
H -2.26820 3.98876 5.66237 0.1 0.0 -0.3
H -1.70999 1.58068 5.35730 -0.1 0.3 0.0
H -2.52454 -0.42484 5.19470 -0.2 -0.2 0.0
H -4.27704 -2.17316 5.38323 0.1 -0.1 -0.3
H -4.51105 -3.87863 3.55168 0.3 0.3 0.0
H -2.98160 -3.82204 1.58676 0.1 0.3 0.5
H -1.17988 -2.13452 1.49891 0.0 0.0 0.0
H 2.06421 1.32822 3.71665 0.1 0.2 0.2
H 3.91891 0.94230 5.32879 -0.5 -0.5 0.0
H 3.72221 -0.95021 6.96312 -0.3 0.0 -0.3
H 1.68926 -2.42837 6.96956 0.0 0.5 -0.5
H -0.13664 -1.96007 5.31630 0.1 0.1 0.2
```
Forces are in eV/Å.

Löwdin population analysis, charges in e, atoms 1 to 4: Cr 0.35; Cl 0.33; P 1.00; C -0.35

***

ORCA calculation (ωB97M-V/def2-TZVPD) on a single C3H2FNOS molecule in a non-equilibrium geometry.

Results
HOMO	-9.53	eV
energy above the lowest of the compared OMol25 structures with the same formula, charge and spin	55.5	kcal/mol

```
9
Properties=species:S:1:pos:R:3:forces:R:3
C -0.51870 -0.23205 -0.60689 0.9 0.5 0.4
C 0.00760 0.79288 0.13286 -1.7 -1.5 -2.0
C -1.50468 1.41033 -1.86819 2.6 -1.6 3.7
N -1.33780 0.19209 -1.62609 -1.9 -0.4 -2.2
O 0.75412 2.91167 -1.20635 1.1 0.9 -0.3
F -2.40938 1.83304 -2.64407 -1.2 1.3 -1.3
S -0.42937 2.43941 -0.50792 -1.2 -1.6 -0.5
H -0.41628 -1.38031 -0.64597 0.3 2.2 0.9
H 0.62778 0.64891 0.95342 1.1 0.2 1.3
```
Forces are in eV/Å.

Löwdin population analysis, charges in e, atoms 1 to 4: C -0.18; C -0.22; C -0.43; N 0.05